1.
103
Properties=species:S:1:pos:R:3 method="wB97M-V/def2-TZVPD" largest_force_ha_per_bohr=0.1413 e_tot_ev=-198546.192 total_charge=-1
N -2.656 3.679 1.165
B -4.058 3.397 0.625
O -5.201 4.311 0.845
N -4.271 2.089 -0.183
N -4.363 1.008 0.612
C -4.560 -0.176 -0.220
C -4.630 -1.598 0.664
C -3.569 -2.664 0.009
C -2.024 -2.127 -0.105
C -1.294 -3.018 -1.318
S -1.663 -2.323 -3.043
O -2.928 -3.054 -3.575
O -1.787 -0.776 -3.066
Cl -0.109 -2.787 -4.412
C -4.721 -0.352 -1.796
C -4.598 1.031 -2.644
B -4.711 1.132 -4.275
O -5.241 2.320 -5.033
O -4.299 -0.023 -5.143
C -4.333 2.248 -1.627
S -4.096 3.966 -2.386
H -2.727 4.480 1.830
H -1.978 3.910 0.406
H -5.232 4.978 0.086
H -5.716 -2.063 0.498
H -4.499 -1.413 1.817
H -4.016 -3.059 -1.004
H -3.546 -3.602 0.747
H -1.906 -1.009 -0.430
H -1.422 -2.236 0.920
H -0.117 -2.939 -1.195
H -1.704 -4.113 -1.278
H -4.909 -1.404 -2.270
H -6.024 2.611 -4.455
H -3.951 -0.778 -4.578
H -2.733 4.139 -2.680
C -4.644 4.084 -7.474
C -3.420 4.973 -7.270
O -3.269 5.687 -8.495
S -4.743 5.935 -9.149
O -5.176 7.268 -8.790
O -4.726 5.453 -10.510
O -5.565 4.869 -8.229
H -4.391 3.195 -8.062
H -5.093 3.776 -6.526
H -2.519 4.397 -7.045
H -3.593 5.704 -6.473
O 3.107 -4.468 0.761
Cl 2.626 -4.695 -0.588
O 3.563 -4.125 -1.537
O 1.330 -4.066 -0.752
O 2.506 -6.120 -0.825
Cl -1.931 5.170 3.095
Na 2.398 -2.292 1.219
Ca -6.141 -1.372 -3.433
B -8.318 -1.714 2.269
F -9.154 -0.878 3.114
F -6.945 -1.666 2.745
F -8.799 -3.085 2.315
F -8.372 -1.228 0.900
C 3.373 6.962 -6.288
C 3.185 5.464 -6.133
O 2.054 5.179 -5.296
C 0.825 5.240 -5.901
O 0.658 5.522 -7.084
C -0.279 4.869 -4.913
F -0.133 5.484 -3.703
F -0.310 3.530 -4.656
F -1.525 5.200 -5.356
H 3.446 7.443 -5.308
H 4.279 7.181 -6.859
H 2.520 7.416 -6.803
H 4.063 5.035 -5.637
H 3.088 4.964 -7.104
C 6.125 -0.291 8.825
O 5.823 -1.543 8.231
C 4.417 -1.740 8.074
C 4.145 -2.828 7.032
O 4.234 -2.342 5.685
C 5.561 -2.098 5.201
C 6.323 -3.385 4.879
O 6.859 -3.957 6.074
C 7.191 -5.326 5.910
H 5.670 -0.213 9.817
H 7.211 -0.212 8.926
H 5.780 0.525 8.183
H 3.935 -0.806 7.763
H 4.014 -2.053 9.044
H 3.108 -3.160 7.151
H 4.778 -3.705 7.178
H 6.118 -1.451 5.882
H 5.430 -1.540 4.267
H 7.164 -3.158 4.216
H 5.651 -4.096 4.385
H 6.295 -5.907 5.673
H 7.601 -5.695 6.854
H 7.942 -5.448 5.124
O 9.303 -7.120 7.641
P 8.536 -7.575 8.893
O 7.066 -7.838 8.526
O 8.607 -6.474 9.965
O 9.166 -8.865 9.441
Na 7.565 -9.769 7.433

***

2.
93
Properties=species:S:1:pos:R:3 method="wB97M-V/def2-TZVPD" s_squared=6.005 spin_multiplicity=5 de_lowest_kcal_mol=30.49 largest_force_ha_per_bohr=0.1593 total_charge=-2
Ti -0.465 1.199 -0.880
O 4.541 4.322 -2.447
C 3.384 4.208 -2.827
O 2.290 4.602 -2.264
B 1.066 4.259 -3.113
O 1.693 3.634 -4.301
C 2.970 3.555 -4.217
O 3.708 2.985 -5.045
O 0.198 5.451 -3.246
C -1.042 5.003 -3.335
O -2.053 5.609 -3.706
C -1.007 3.527 -2.787
O 0.276 3.199 -2.542
O -1.974 2.853 -2.617
O 1.507 2.175 0.427
C 2.482 1.598 0.893
O 2.511 0.396 1.349
B 3.779 0.209 1.990
O 4.587 1.456 1.803
C 3.821 2.314 1.128
O 4.103 3.469 0.830
O 4.707 -0.851 1.535
C 4.999 -1.655 2.527
O 5.677 -2.640 2.480
C 4.336 -1.159 3.774
O 3.652 -0.023 3.439
O 4.457 -1.552 4.964
C 3.399 0.389 -2.485
C 2.007 0.160 -3.166
C 2.171 -0.858 -4.370
O 1.143 -0.308 -2.149
H 4.051 0.884 -3.204
H 3.912 -0.438 -1.995
H 3.127 1.047 -1.659
H 1.676 1.143 -3.502
H 2.511 -0.394 -5.296
H 1.285 -1.353 -4.767
H 3.046 -1.504 -4.291
H 1.206 -1.265 -2.136
C -2.001 -0.804 -3.447
C -3.079 -0.542 -2.385
C -3.554 -1.953 -1.918
O -2.410 -0.013 -1.285
H -1.579 0.143 -3.783
H -2.460 -1.200 -4.352
H -1.214 -1.496 -3.145
H -3.769 0.095 -2.938
H -4.010 -2.359 -2.821
H -4.260 -1.964 -1.088
H -2.626 -2.469 -1.673
H -3.103 -0.169 -0.640
C -3.617 3.964 1.350
C -2.423 4.009 0.384
C -1.576 5.306 0.505
O -1.592 2.951 0.777
H -3.350 3.641 2.356
H -4.311 3.203 0.995
H -4.108 4.931 1.459
H -2.714 3.870 -0.657
H -2.304 6.107 0.635
H -1.063 5.443 -0.447
H -0.834 5.398 1.298
H -1.233 3.124 1.651
C -3.152 -3.784 2.399
C -1.834 -3.544 1.602
C -1.796 -2.011 1.223
C -1.149 -1.019 2.234
C 0.195 -1.703 2.736
C -0.044 -3.150 3.350
N -0.618 -3.978 2.275
O -0.591 -5.374 2.466
C 1.367 -3.686 3.838
C -0.968 -3.094 4.606
C -1.958 -4.264 0.292
H -4.070 -3.764 1.812
H -3.199 -3.161 3.292
H -3.193 -4.765 2.873
H -1.238 -1.840 0.303
H -2.791 -1.656 0.955
H -1.806 -0.923 3.098
H -1.027 -0.099 1.663
H 0.873 -1.041 3.275
H 0.966 -1.745 1.967
H 1.943 -3.669 2.913
H 1.821 -3.258 4.731
H 1.320 -4.744 4.097
H -1.446 -4.072 4.652
H -0.389 -2.918 5.513
H -1.826 -2.421 4.607
H -2.015 -5.345 0.420
H -1.092 -4.119 -0.353
H -2.867 -4.042 -0.266
H 0.039 -5.671 1.805